Computed, not measured: a cluster of 2 separate species, C20H36F3N4O5 in total in a non-equilibrium geometry, with ωB97M-V with the def2-TZVPD basis set.

Values from the calculation:
Total charge: +1
E_tot (Eh): -1677.93671
Orbital gap (eV): 8.55
E_HOMO (eV): -12.02
E_LUMO (eV): -3.47

XYZ file:
```
68
C20H36F3N4O5 (ωB97M-V with the def2-TZVPD basis set)
C 4.015 0.168 0.709
C 2.478 -0.299 0.313
O 1.921 0.308 -0.744
N 1.693 -1.387 1.038
C 1.314 -0.920 2.460
C -0.289 -1.151 2.721
C -0.942 -0.225 3.904
C -2.293 0.602 3.475
N -3.553 -0.232 3.384
C -4.558 -0.060 4.542
C -6.119 0.009 3.944
N -5.758 0.130 2.474
C -4.328 -0.156 2.054
N -3.784 -0.318 0.773
C -4.725 -0.156 -0.396
C -4.357 -1.029 -1.730
C -2.798 -1.519 -1.846
C -1.803 -0.413 -2.602
C -1.784 1.056 -1.875
O -1.042 0.981 -0.606
C -1.090 2.250 0.138
C 0.184 2.678 1.116
O -2.124 3.112 0.122
H 4.742 -0.756 0.843
H 4.043 0.899 1.623
H 4.442 0.764 -0.229
H 0.821 -1.506 0.451
H 1.702 0.160 2.690
H 1.926 -1.646 3.182
H -0.868 -0.957 1.723
H -0.427 -2.302 2.994
H -1.196 -0.959 4.811
H -0.110 0.511 4.339
H -2.185 1.225 2.490
H -2.485 1.392 4.349
H -4.495 0.975 5.089
H -4.625 -1.017 5.213
H -6.737 0.988 4.146
H -6.760 -0.973 3.972
H -5.878 1.151 2.204
H -2.754 -0.479 0.741
H -4.801 0.990 -0.715
H -5.841 -0.455 -0.098
H -5.057 -1.960 -1.888
H -4.548 -0.309 -2.663
H -2.802 -2.461 -2.579
H -2.334 -1.924 -0.835
H -0.732 -0.904 -2.736
H -2.273 -0.259 -3.684
H -2.879 1.445 -1.744
H -1.199 1.802 -2.593
H 0.944 3.295 0.455
H 0.715 1.717 1.521
H -0.174 3.283 2.080
C 4.761 -1.141 -3.413
C 5.416 0.225 -3.501
O 6.835 0.097 -3.673
C 7.266 -0.170 -4.947
O 6.514 -0.305 -5.910
C 8.792 -0.233 -4.999
F 9.323 -0.973 -3.984
F 9.358 1.004 -4.904
F 9.264 -0.781 -6.154
H 5.226 -1.740 -2.623
H 3.692 -1.045 -3.203
H 4.881 -1.699 -4.346
H 5.257 0.768 -2.563
H 4.979 0.834 -4.302
```